Molecular formula: C20H51BIO10PSTa
Method: DFT, ωB97M-V with the def2-TZVPD basis set

Kohn-Sham gap in eV: 7.112
Charge: -1

Last column: Löwdin charge in e.
Positions of all 86 atoms, in Å:
C 2.164 0.486 3.322  -0.15
C 2.152 -0.671 2.309  -0.37
C 1.002 -1.680 2.506  -0.37
Ta -0.697 -1.369 1.078  1.43
S -0.822 1.049 1.524  0.17
C -2.790 -1.372 0.161  -0.37
C -4.068 -1.055 0.957  -0.32
P -5.106 0.135 0.136  0.47
O -5.648 -0.194 -1.199  -0.27
O -4.197 1.433 0.229  -0.23
C -4.310 2.537 -0.681  -0.25
C -3.498 2.302 -1.950  -0.06
O -6.287 0.527 1.169  -0.22
C -7.613 0.021 0.994  -0.29
C -7.702 -1.461 1.315  -0.09
O -0.684 -3.331 0.807  -0.15
B -1.714 -4.190 0.986  -0.97
O -2.588 -4.035 2.060  0.13
O -1.879 -5.246 0.097  0.15
C 0.493 -0.908 -0.873  -0.85
I 0.878 1.101 -1.562  0.73
C -0.206 -1.667 -2.014  -0.46
C 0.707 -2.035 -3.186  -0.15
H 2.196 1.463 2.835  0.05
H 3.026 0.427 3.995  0.05
H 1.257 0.471 3.932  0.05
H 3.107 -1.206 2.370  0.08
H 2.122 -0.234 1.302  0.04
H 0.662 -1.646 3.547  0.03
H 1.349 -2.709 2.341  0.03
H -1.663 -1.319 2.610  -0.06
H -1.652 0.948 2.569  -0.26
H -2.956 -2.300 -0.403  0.05
H -2.622 -0.595 -0.603  0.02
H -4.697 -1.948 1.068  0.08
H -3.872 -0.689 1.968  0.07
H -5.369 2.697 -0.906  0.11
H -3.946 3.389 -0.107  0.11
H -3.121 1.278 -1.972  0.06
H -4.093 2.446 -2.854  0.07
H -2.628 2.959 -2.009  0.07
H -7.909 0.204 -0.043  0.11
H -8.239 0.617 1.659  0.11
H -7.306 -2.055 0.488  0.07
H -8.734 -1.765 1.506  0.07
H -7.109 -1.684 2.206  0.08
H -3.481 -4.328 1.903  0.08
H -2.585 -5.839 0.333  0.08
H 1.511 -1.303 -0.771  0.00
H -0.612 -2.603 -1.607  0.08
H -1.077 -1.103 -2.361  0.08
H 1.379 -1.208 -3.430  0.03
H 0.149 -2.291 -4.091  0.06
H 1.333 -2.894 -2.926  0.07
C 5.591 -1.811 5.266  -0.11
O 5.563 -1.754 3.857  -0.20
C 6.720 -1.203 3.265  -0.21
C 7.596 -2.273 2.649  -0.21
O 8.136 -3.149 3.623  -0.19
C 7.438 -4.373 3.734  -0.12
H 4.688 -2.331 5.578  0.09
H 6.471 -2.348 5.634  0.08
H 5.586 -0.806 5.704  0.09
H 7.298 -0.637 4.005  0.13
H 6.402 -0.510 2.480  0.13
H 8.429 -1.799 2.122  0.12
H 7.007 -2.837 1.917  0.13
H 7.552 -4.978 2.826  0.09
H 6.372 -4.218 3.914  0.08
H 7.874 -4.914 4.573  0.09
C 0.705 7.122 -5.341  -0.12
O 1.674 6.109 -5.501  -0.19
C 1.800 5.258 -4.371  -0.20
C 1.056 3.953 -4.546  -0.21
O -0.343 4.161 -4.627  -0.19
C -0.870 4.032 -5.928  -0.12
H 0.629 7.645 -6.294  0.09
H -0.272 6.712 -5.072  0.08
H 1.003 7.840 -4.567  0.09
H 1.426 5.766 -3.474  0.13
H 2.863 5.050 -4.223  0.13
H 1.258 3.306 -3.689  0.06
H 1.418 3.441 -5.445  0.13
H -0.790 3.000 -6.290  0.09
H -0.363 4.691 -6.641  0.08
H -1.924 4.300 -5.872  0.09

=====

Molecular formula: C3H9O3
Method: DFT, ωB97M-V with the def2-TZVPD basis set

Kohn-Sham gap in eV: 7.064
Energy relative to the best compared isomer or geometry (same formula, charge and spin) in kJ/mol: 165.6
Charge: -1

Last column: natural (NBO) charge in e.
Positions of all 15 atoms, in Å:
C -0.275 1.102 -0.659  0.05
O -1.434 0.761 -0.308  -0.87
C 0.745 0.672 0.643  -0.51
C 1.090 -0.693 0.339  -0.09
O 1.896 -1.326 1.304  -0.75
H 0.004 0.940 -1.704  0.12
H -0.028 2.237 -0.526  0.03
H 0.011 0.837 1.562  0.21
H 1.496 1.479 0.773  0.17
H 0.191 -1.320 0.399  0.19
H 1.556 -0.913 -0.708  0.14
H 2.350 -0.604 1.827  0.45
H -3.013 -1.535 -0.612  0.43
H -2.006 -0.373 -0.958  0.50
O -2.583 -1.265 -1.373  -1.08

=====

Molecular formula: H15O7
Method: DFT, ωB97M-V with the def2-TZVPD basis set

Kohn-Sham gap in eV: 10.425
Energy relative to the best compared isomer or geometry (same formula, charge and spin) in kJ/mol: 332.4
Charge: +1

Last column: natural (NBO) charge in e.
Positions of all 22 atoms, in Å:
O 0.371 0.976 0.029  -0.80
H 0.875 1.575 0.485  0.55
H -0.633 1.162 0.283  0.58
H 0.510 0.004 0.280  0.58
O 1.097 -1.055 -2.286  -0.95
H 1.384 -1.905 -2.687  0.48
H 1.146 -1.154 -1.444  0.45
O -1.459 -1.437 0.653  -0.97
H -2.360 -1.288 0.274  0.50
H -1.665 -1.552 1.608  0.48
O 1.899 1.211 2.346  -0.98
H 1.691 1.528 3.319  0.50
H 2.749 0.825 2.475  0.49
O 1.743 -1.493 -0.034  -0.96
H 1.479 -2.234 0.527  0.51
H 2.669 -1.499 0.025  0.50
O -2.195 1.702 0.776  -0.94
H -2.829 1.511 1.346  0.48
H -2.530 2.559 0.411  0.51
O -1.711 0.378 -2.582  -0.96
H -0.763 -0.048 -2.295  0.48
H -1.466 0.235 -3.510  0.47

=====

Molecular formula: C4H12
Method: DFT, ωB97M-V with the def2-TZVPD basis set

Kohn-Sham gap in eV: 12.392
SMILES string: CC.CC
Energy relative to the best compared isomer or geometry (same formula, charge and spin) in kJ/mol: 153.9
Charge: 0

Last column: natural (NBO) charge in e.
Positions of all 16 atoms, in Å:
C 0.308 1.780 -0.586  -0.60
C -0.951 2.232 0.215  -0.61
H 1.100 1.653 -0.002  0.20
H 0.154 0.923 -1.343  0.20
H 0.814 2.571 -1.325  0.19
H -1.342 1.320 0.410  0.20
H -0.632 2.762 1.157  0.20
H -1.703 2.814 -0.220  0.21
C -0.061 -2.667 0.197  -0.61
C 0.678 -1.308 0.194  -0.61
H -0.489 -2.797 -0.779  0.20
H 0.511 -3.590 0.469  0.21
H -0.923 -2.792 1.048  0.19
H 1.084 -1.197 -0.775  0.20
H 1.510 -1.431 0.947  0.21
H 0.068 -0.452 0.288  0.21

=====

- Among the records above, which one has the highest charge?
  H15O7